1.
A 18-piece molecular cluster, C20H40Cl34IO2S overall, computed with the ωB97M-V functional and the def2-TZVPD basis.

Output
- Charge: +1
- HOMO level: -0.4334 Eh
- Kohn-Sham gap: 6.9 eV
- LUMO energy: -4.90 eV
- ΔE to the lowest compared entry with this formula, charge and spin: 0.0 kJ/mol

Last column: Löwdin charge in e.
Geometry (Å):
O: -1.7504 -0.0752 1.2846  0.040
C: -1.9824 0.9613 0.7503  -0.381
O: -3.1567 1.5907 0.9094  -0.107
C: -3.5199 2.4598 -0.1585  -0.244
C: -4.9901 2.2949 -0.6156  -0.438
S: -5.9127 0.8826 -0.0251  0.438
I: -4.6766 -1.1135 -0.3159  0.796
H: -1.2460 1.4786 0.1251  0.094
H: -3.4150 3.4840 0.2016  0.068
H: -2.8561 2.3645 -1.0191  0.110
H: -5.5620 3.1613 -0.2574  0.024
H: -5.0335 2.2552 -1.7054  0.107
H: -5.9436 1.0713 1.3020  -0.121
C: 0.9035 3.2520 -1.6200  -1.006
Cl: -0.0068 2.0351 -2.5265  0.527
Cl: -0.0887 3.9555 -0.3232  0.526
H: 1.7697 2.7763 -1.1754  0.010
H: 1.2019 4.0439 -2.2911  -0.040
C: -1.1580 -2.4310 3.4549  -1.021
Cl: 0.4360 -3.0621 3.8883  0.562
Cl: -2.1021 -3.5974 2.5205  0.513
H: -1.7008 -2.1977 4.3629  0.010
H: -1.0199 -1.5479 2.8517  -0.017
C: 3.4845 -4.4175 5.1110  -1.042
Cl: 4.2748 -4.0199 6.6448  0.527
Cl: 3.2217 -6.1505 4.9184  0.523
H: 2.5260 -3.9153 5.0852  -0.057
H: 4.1202 -4.0703 4.3057  -0.019
C: -0.6071 -1.9652 -1.3248  -0.995
Cl: -1.8213 -1.8907 -2.6326  0.485
Cl: 1.0290 -1.7397 -1.9109  0.512
H: -0.8263 -1.1763 -0.6172  -0.013
H: -0.6790 -2.9354 -0.8455  0.008
C: -2.1556 -4.7772 -5.0773  -1.034
Cl: -2.7815 -4.5628 -6.7218  0.515
Cl: -2.6284 -6.3323 -4.3903  0.527
H: -1.0736 -4.7315 -5.1137  -0.031
H: -2.5548 -3.9871 -4.4555  -0.024
C: -10.0295 1.7714 -1.8235  -0.983
Cl: -8.4434 1.1704 -1.2468  0.475
Cl: -10.9262 0.5290 -2.6779  0.548
H: -10.5956 2.0866 -0.9564  0.030
H: -9.8469 2.6021 -2.4932  0.029
C: -5.0393 6.3216 1.2063  -0.952
Cl: -4.8234 5.1615 2.5198  0.525
Cl: -4.9462 5.4871 -0.3526  0.571
H: -6.0123 6.7863 1.3014  0.037
H: -4.2486 7.0632 1.2381  -0.027
C: -4.4538 1.7685 4.9834  -0.969
Cl: -3.2151 0.5210 4.9157  0.556
Cl: -5.4637 1.7840 3.5172  0.526
H: -5.1011 1.5806 5.8303  0.035
H: -3.9727 2.7350 5.0660  0.029
C: 3.6043 5.4699 -4.5509  -0.992
Cl: 3.3603 3.9159 -3.7395  0.541
Cl: 2.5133 6.7117 -3.9224  0.509
H: 4.6258 5.7868 -4.3838  0.029
H: 3.4074 5.3383 -5.6071  0.029
C: 2.7862 -5.1173 -1.8018  -1.034
Cl: 2.0715 -6.1709 -3.0245  0.518
Cl: 1.6562 -4.7717 -0.4851  0.500
H: 3.6578 -5.6051 -1.3841  0.030
H: 3.0523 -4.1805 -2.2752  -0.042
C: -1.0152 8.0300 -0.0233  -0.991
Cl: -1.9267 6.8510 -0.9783  0.483
Cl: -1.9454 8.6604 1.3419  0.537
H: -0.1288 7.5418 0.3628  0.024
H: -0.7481 8.8577 -0.6679  0.029
C: 0.8261 -3.3115 -7.0600  -1.004
Cl: 1.3972 -2.8971 -5.4367  0.497
Cl: 0.6088 -5.0524 -7.2471  0.519
H: -0.1312 -2.8267 -7.2146  0.014
H: 1.5503 -2.9698 -7.7886  0.027
C: 7.3869 -2.8562 5.1221  -1.046
Cl: 8.9849 -3.4452 4.6634  0.521
Cl: 6.3844 -2.4774 3.7019  0.493
H: 6.8856 -3.6202 5.7014  -0.014
H: 7.4946 -1.9399 5.6906  -0.089
C: 8.1048 0.2453 8.2059  -0.984
Cl: 9.4772 -0.8540 8.1001  0.534
Cl: 7.0327 0.0876 6.7989  0.558
H: 7.5315 0.0099 9.0934  0.028
H: 8.4690 1.2640 8.2416  0.028
C: -2.1454 -7.6625 -8.5891  -1.056
Cl: -0.6093 -8.3604 -8.0602  0.492
Cl: -3.1084 -8.8023 -9.5355  0.512
H: -2.7102 -7.3778 -7.7107  -0.014
H: -1.9321 -6.7969 -9.2040  0.018
C: 5.3958 3.0495 4.5935  -1.037
Cl: 6.3708 4.3229 3.8531  0.505
Cl: 4.2969 3.6931 5.8212  0.495
H: 4.8084 2.5702 3.8204  0.020
H: 6.0592 2.3331 5.0617  -0.018
C: 4.3848 -0.4454 -0.4474  -1.008
Cl: 4.6035 1.0306 -1.3973  0.509
Cl: 4.3134 -1.8940 -1.4553  0.526
H: 5.2170 -0.5456 0.2381  0.026
H: 3.4478 -0.3677 0.0914  0.017

Atoms 1-2, force components in eV/Å:
O 0.011 -0.361 0.402
C 0.550 -0.053 -0.002

=====

2.
C20H40HgP2Si as an isolated structure in a non-equilibrium geometry, computed with the ωB97M-V functional and the def2-TZVPD basis.

Output
- HOMO level (spin up / spin down): -0.2308 / -0.2237 Eh
- Kohn-Sham gap (spin up / spin down): 6.1 / 6.1 eV
- LUMO energy (spin up / spin down): -0.20 / -0.03 eV
- ΔE to the lowest compared entry with this formula, charge and spin: 266.8 kJ/mol

Last column: Löwdin charge in e.
Geometry (Å):
P: 2.1087 1.4272 0.5567  0.921
P: 0.2527 0.9440 -2.3745  0.650
C: 2.5507 2.0834 -1.1275  -0.456
C: 1.3307 2.4434 -1.9960  -0.473
H: 3.2073 1.2974 -1.5608  0.051
H: 3.1769 2.9726 -0.9271  0.079
H: 0.7180 3.2025 -1.5042  0.012
H: 1.6893 2.8295 -2.9514  0.069
C: 1.8734 0.2379 -3.2036  -0.284
H: 1.6768 -0.5835 -3.9113  0.040
H: 2.5310 -0.1387 -2.4052  -0.037
H: 2.4264 1.0444 -3.7322  0.052
C: -0.6080 1.0242 -3.9633  -0.351
H: -0.1816 0.3233 -4.7335  0.045
H: -0.6872 2.0253 -4.4626  0.054
H: -1.6411 0.6392 -3.7768  0.020
C: 3.9616 1.4109 1.0904  -0.257
H: 4.0323 1.3720 2.1916  0.038
H: 4.4871 2.3215 0.7402  0.042
H: 4.5134 0.5335 0.7075  0.016
C: 1.8230 3.0851 1.3054  -0.296
H: 1.4280 3.7491 0.5231  0.028
H: 2.7787 3.4794 1.6838  0.036
H: 1.1060 3.0077 2.1314  0.023
Hg: -1.4915 1.6211 -0.7251  0.825
C: 2.2714 -1.9016 -0.6382  -0.116
C: 3.5810 -1.6429 -0.6545  -0.127
C: 4.5530 -2.1328 0.3871  -0.190
C: 3.7100 -2.4680 1.6318  -0.200
C: 3.2238 -1.2985 2.3961  -0.136
C: 2.0139 -0.7062 2.3207  -0.236
C: 0.8432 -1.3510 1.6876  -0.230
C: 1.1016 -2.0533 0.3358  -0.205
C: -2.6393 1.7086 2.0376  -0.190
H: 1.7014 -1.6195 -1.5485  0.066
H: 4.0275 -0.9930 -1.4179  0.097
H: 5.3798 -1.4477 0.5972  0.100
H: 5.0489 -3.0728 0.0908  0.115
H: 2.8629 -3.0352 1.2374  0.095
H: 4.3351 -3.0411 2.3208  0.115
H: 3.9727 -0.8394 3.0228  0.098
H: 1.8148 0.1438 2.9474  0.087
H: 0.0044 -0.6197 1.6377  0.088
H: 0.4868 -2.1853 2.3349  0.120
H: 0.8884 -3.1426 0.4458  0.116
H: 0.3076 -1.6077 -0.3168  0.084
H: -3.4776 2.2459 2.4932  0.075
H: -1.7494 2.3691 2.0424  0.037
H: -2.4357 0.8857 2.7332  0.074
C: -6.9184 0.0349 0.9956  -0.199
Si: -5.4271 -0.8143 0.2091  0.478
C: -5.1065 -2.3180 1.2988  -0.193
C: -5.8674 -1.3716 -1.5601  -0.195
C: -3.9508 0.3452 0.3548  -0.112
C: -3.0230 1.1835 0.6927  -0.584
H: -7.6170 -0.6267 1.5355  0.032
H: -7.5125 0.6180 0.2764  0.027
H: -6.4975 0.7314 1.7341  0.023
H: -5.9540 -2.5012 1.9767  0.027
H: -4.9203 -3.2536 0.7552  0.025
H: -4.2277 -2.1188 1.9252  0.021
H: -5.2321 -0.8426 -2.2841  0.015
H: -5.7231 -2.4474 -1.7522  0.023
H: -6.9116 -1.1658 -1.8568  0.027

Atoms 1-2, force components in eV/Å:
P 1.945 0.811 -0.343
P 3.976 -1.144 -1.142

=====

3.
C20H40MnNP3S2 as an isolated structure in a non-equilibrium geometry, computed with the ωB97M-V functional and the def2-TZVPD basis.

Output
- Charge: +3
- HOMO level (spin up / spin down): -0.6276 / -0.6203 Eh
- Kohn-Sham gap (spin up / spin down): 7.3 / 3.5 eV
- <S²>: 6.37
- LUMO energy (spin up / spin down): -9.81 / -13.40 eV
- Spin multiplicity: 5

Last column: Löwdin spin population.
Geometry (Å):
Mn: -0.3409 0.4842 0.0363  3.143
P: -1.8720 -1.7958 0.6504  -0.047
P: 1.4164 -1.6564 -1.0001  -0.015
P: -2.0394 1.4580 1.7083  -0.080
H: -1.9574 1.8742 -2.4039  0.002
C: -1.9535 2.6232 -1.5836  -0.006
C: -0.7945 3.0169 -0.9949  0.007
H: 0.1252 3.0013 -1.5281  0.002
C: -3.0092 -2.1438 -0.7236  -0.001
C: -1.1969 -3.4797 0.9567  -0.007
C: -3.0343 -1.8116 2.0781  -0.008
C: 3.0700 -1.3570 -1.7962  0.000
C: 1.8621 -3.2034 -0.1729  -0.004
C: 0.4598 -2.1954 -2.4635  0.000
C: -1.5862 3.2197 1.9803  -0.020
C: -2.3899 1.1186 3.4686  -0.013
C: -3.5713 1.5369 0.6679  0.000
H: -2.8775 3.2368 -1.5247  0.000
H: -0.7368 3.7795 -0.2339  0.001
H: -3.6186 -3.0009 -0.4333  -0.001
H: -2.4648 -2.3964 -1.6442  0.000
H: -3.6641 -1.2804 -0.9069  0.000
H: -2.0152 -4.0646 1.4067  -0.001
H: -0.3537 -3.4568 1.6620  0.000
H: -0.8782 -3.9557 0.0179  0.000
H: -3.6144 -2.7348 1.9849  -0.001
H: -3.7345 -0.9672 2.0604  0.000
H: -2.5012 -1.8311 3.0402  0.000
H: 3.5482 -2.3345 -1.9909  0.000
H: 3.7136 -0.7842 -1.1118  0.001
H: 2.9767 -0.7765 -2.7268  0.000
H: 1.0785 -3.9441 -0.3103  0.000
H: 2.0292 -3.0428 0.8943  0.000
H: 2.7920 -3.5951 -0.5818  -0.001
H: 1.0386 -2.9201 -3.0496  0.000
H: 0.2294 -1.3299 -3.1064  0.000
H: -0.4909 -2.6538 -2.1560  0.000
H: -2.0532 3.6323 2.8741  -0.003
H: -1.8476 3.8240 1.1172  0.000
H: -0.5015 3.2400 2.1561  -0.002
H: -2.7892 2.0323 3.9257  -0.003
H: -1.4260 0.9350 3.9542  -0.001
H: -3.0898 0.2969 3.6346  0.000
H: -4.1800 2.3999 0.9524  0.000
H: -4.1833 0.6245 0.7221  0.000
H: -3.3001 1.6929 -0.3858  0.001
C: 3.7448 2.2025 -1.7328  0.137
C: 2.4793 1.8150 -1.2678  0.051
C: 1.4630 1.5442 -2.1909  0.039
C: 1.6861 1.6573 -3.5635  0.086
C: 2.9463 2.0093 -4.0391  -0.001
C: 3.9665 2.3303 -3.1296  0.090
S: 4.9995 2.6181 -0.6064  0.580
H: 4.6429 3.8025 -0.0927  0.029
H: 2.3300 1.7252 -0.1725  0.005
H: 0.4056 1.3103 -1.9089  0.009
H: 0.8879 1.4622 -4.2704  0.003
H: 3.1349 2.0592 -5.1099  0.000
H: 4.9652 2.6304 -3.4568  0.003
S: 3.0648 -1.4121 2.9544  0.002
C: 1.5412 -1.7604 3.7083  0.000
C: 0.5284 -1.1208 3.0395  0.002
N: 0.9336 -0.3461 1.9395  0.015
C: 2.2660 -0.3955 1.8137  0.005
H: 1.4032 -2.4172 4.5590  0.000
H: -0.5188 -1.1823 3.3360  0.000
H: 2.8560 0.1528 1.0709  0.001

Atoms 1-2, force components in eV/Å:
Mn -0.597 -1.974 2.373
P 0.013 -0.051 -0.120